(1)
Formula: C29H20CuF4N6OS
Source: OMol25
Level of theory: ωB97M-V with the def2-TZVPD basis set

Summary:
- E_LUMO (alpha / beta) (eV) = -6.3 / -6.3
- Kohn-Sham gap (alpha / beta) (eV) = 5.2283 / 5.2293
- net charge = +1
- strongest force on any atom (eV/A) = 2.661

Cartesian coordinates (Å):
Cu  -0.50  0.37  -0.50
O  1.29  1.02  -0.88
S  2.03  2.30  -0.55
C  3.36  2.35  -1.82
C  4.05  3.67  -1.65
C  5.40  3.74  -1.33
C  6.00  4.97  -1.12
C  5.26  6.13  -1.22
C  3.91  6.07  -1.55
C  3.31  4.84  -1.76
C  3.07  1.91  0.93
C  3.98  0.73  0.77
C  5.36  0.90  0.89
C  6.20  -0.20  0.79
C  5.68  -1.46  0.57
C  4.31  -1.62  0.42
C  3.46  -0.54  0.53
H  2.84  2.28  -2.77
H  4.02  1.50  -1.69
H  5.99  2.83  -1.26
H  7.05  5.02  -0.88
H  5.73  7.09  -1.06
H  3.33  6.98  -1.66
H  2.26  4.79  -2.02
H  2.35  1.76  1.73
H  3.63  2.83  1.12
H  5.77  1.88  1.07
H  7.27  -0.06  0.90
H  6.33  -2.32  0.51
H  3.90  -2.60  0.21
H  2.40  -0.67  0.39
C  -2.56  3.22  2.80
N  -3.05  2.07  2.06
C  -3.90  1.13  2.76
C  -2.46  1.74  0.98
N  -1.94  1.50  -0.04
H  -3.36  3.60  3.43
H  -2.25  4.00  2.11
H  -1.70  2.94  3.43
H  -4.63  1.68  3.35
H  -3.32  0.49  3.44
H  -4.44  0.49  2.05
F  1.00  -3.73  4.66
C  1.17  -2.43  4.48
C  1.94  -1.73  5.36
F  2.52  -2.37  6.37
C  2.23  -0.33  5.19
C  1.46  0.31  4.16
C  0.66  -0.39  3.32
F  -0.09  0.30  2.43
C  0.57  -1.81  3.34
C  0.02  -2.53  2.27
C  -0.29  -1.90  1.08
N  -0.47  -1.39  0.05
C  -0.16  -3.93  2.25
N  -0.34  -5.06  2.16
F  1.51  1.64  4.06
C  3.18  0.35  5.94
C  3.81  -0.18  7.09
N  4.32  -0.52  8.06
C  3.65  1.63  5.58
N  4.11  2.63  5.26


(2)
Formula: C43H54F4N4OPbSSi
Source: OMol25
Level of theory: ωB97M-V with the def2-TZVPD basis set

Summary:
- E_LUMO (eV) = -6.2
- Kohn-Sham gap (eV) = 5.5965
- net charge = +2
- strongest force on any atom (eV/A) = 0.540

Cartesian coordinates (Å):
Pb  0.56  0.25  -0.38
C  1.61  3.46  -0.80
N  1.95  2.13  -1.33
C  3.39  1.87  -1.11
C  1.59  2.02  -2.75
C  1.84  0.64  -3.34
N  1.32  -0.41  -2.46
C  1.36  -1.72  -2.88
C  0.83  -2.71  -2.03
F  0.30  -2.28  -0.84
C  0.83  -4.05  -2.30
F  0.34  -4.89  -1.37
C  1.35  -4.55  -3.47
C  1.87  -3.61  -4.34
F  2.41  -4.01  -5.50
C  1.89  -2.25  -4.07
F  2.47  -1.46  -4.99
H  2.24  4.23  -1.27
H  1.77  3.49  0.28
H  0.56  3.69  -1.01
H  4.00  2.64  -1.61
H  3.66  0.89  -1.51
H  3.61  1.89  -0.04
H  2.15  2.76  -3.34
H  0.52  2.27  -2.83
H  2.90  0.52  -3.54
H  1.34  0.63  -4.31
H  1.37  -5.60  -3.70
C  6.64  -1.91  3.79
C  6.21  -2.55  2.47
C  5.92  -4.05  2.71
C  7.36  -2.41  1.45
C  4.95  -1.91  1.90
C  4.47  -2.26  0.64
C  3.33  -1.67  0.16
N  2.62  -0.76  0.83
C  3.08  -0.38  2.04
C  4.22  -0.94  2.59
C  2.32  0.69  2.77
C  2.85  1.36  3.87
C  2.14  2.39  4.49
C  0.87  2.67  3.99
C  0.41  1.97  2.89
N  1.11  1.00  2.29
C  2.77  3.16  5.64
C  4.10  3.78  5.15
C  3.05  2.20  6.81
C  1.86  4.29  6.13
H  7.54  -2.41  4.15
H  5.87  -2.02  4.56
H  6.88  -0.85  3.67
H  6.84  -4.55  3.02
H  5.55  -4.54  1.80
H  5.18  -4.18  3.50
H  8.29  -2.73  1.91
H  7.47  -1.37  1.13
H  7.19  -3.02  0.56
H  4.98  -3.00  0.03
H  2.96  -1.93  -0.83
H  4.55  -0.63  3.57
H  3.84  1.12  4.22
H  0.25  3.45  4.43
H  -0.56  2.19  2.44
H  4.84  3.01  4.92
H  4.51  4.41  5.93
H  3.94  4.39  4.26
H  3.70  1.37  6.52
H  2.12  1.79  7.22
H  3.55  2.75  7.62
H  1.65  5.01  5.34
H  2.37  4.83  6.94
H  0.92  3.92  6.54
C  -2.23  0.88  4.63
Si  -0.94  -0.36  4.31
C  0.33  -0.62  5.58
C  -0.99  -1.41  2.83
H  -3.00  0.44  5.28
H  -2.72  1.18  3.70
H  -1.83  1.75  5.14
H  -0.10  -1.18  6.42
H  0.69  0.33  5.97
H  1.17  -1.20  5.19
H  -1.27  -2.44  3.10
H  -0.01  -1.44  2.36
H  -1.71  -1.02  2.10
O  -2.13  -0.24  -0.02
S  -3.29  -0.54  -0.96
C  -3.02  -2.13  -1.69
C  -3.09  -2.20  -3.08
C  -2.92  -3.44  -3.70
C  -2.70  -4.57  -2.93
C  -2.60  -4.47  -1.54
C  -2.76  -3.25  -0.91
C  -4.69  -0.88  0.12
C  -4.83  0.00  1.19
C  -5.88  -0.18  2.09
C  -6.77  -1.23  1.91
C  -6.63  -2.09  0.83
C  -5.59  -1.91  -0.08
H  -3.28  -1.31  -3.67
H  -2.97  -3.51  -4.78
H  -2.60  -5.53  -3.41
H  -2.40  -5.36  -0.94
H  -2.68  -3.16  0.16
H  -4.14  0.83  1.29
H  -6.01  0.52  2.91
H  -7.58  -1.38  2.62
H  -7.33  -2.90  0.68
H  -5.49  -2.58  -0.92


(3)
Formula: C4H10N4
Source: OMol25
Level of theory: ωB97M-V with the def2-TZVPD basis set

Summary:
- E_LUMO (eV) = 0.7
- Kohn-Sham gap (eV) = 8.3906
- strongest force on any atom (eV/A) = 6.685

Cartesian coordinates (Å):
C  -0.02  1.81  1.59
C  0.09  -2.66  -1.12
N  0.08  -1.09  0.04
C  -0.22  -0.29  -0.94
C  -0.44  1.47  0.20
N  1.29  -1.09  0.72
N  -0.86  -0.08  -1.99
N  -1.05  2.26  -0.59
H  1.09  -1.06  1.72
H  1.91  -0.33  0.46
H  -1.18  0.91  -1.99
H  -1.30  3.17  -0.18
H  1.07  1.75  1.69
H  -0.47  1.11  2.29
H  -0.32  2.83  1.87
H  1.02  -2.63  -1.67
H  -0.79  -2.69  -1.76
H  0.08  -3.40  -0.33


(4)
Formula: C8H6F4O
Source: OMol25
Level of theory: ωB97M-V with the def2-TZVPD basis set

Summary:
- E_LUMO (eV) = -0.4
- Kohn-Sham gap (eV) = 9.6415
- strongest force on any atom (eV/A) = 3.328

Cartesian coordinates (Å):
C  0.13  -2.69  -0.76
C  1.09  -2.23  0.13
C  -0.91  -1.85  -1.15
C  1.01  -0.95  0.64
C  -0.98  -0.56  -0.68
C  -0.01  -0.10  0.21
C  -0.04  1.27  0.72
C  0.01  2.42  -0.27
O  0.51  1.51  1.89
F  -1.93  1.60  1.03
F  1.27  2.50  -0.77
F  -0.80  2.31  -1.31
F  -0.21  3.59  0.33
H  0.19  -3.69  -1.14
H  1.89  -2.88  0.44
H  -1.67  -2.22  -1.83
H  1.75  -0.59  1.34
H  -1.80  0.09  -0.96
H  0.49  2.44  2.14


(5)
Formula: C2H6NO3
Source: OMol25
Level of theory: ωB97M-V with the def2-TZVPD basis set

Summary:
- E_LUMO (alpha / beta) (eV) = 0.5 / -2.5
- Kohn-Sham gap (alpha / beta) (eV) = 11.0081 / 7.9369
- strongest force on any atom (eV/A) = 1.331
- multiplicity = 2

Cartesian coordinates (Å):
O  0.13  1.49  -0.38
C  -0.34  0.40  -0.18
N  -0.82  0.00  1.02
C  -1.08  -1.42  1.31
O  -1.77  -2.08  0.38
H  -0.45  -0.33  -0.99
H  -0.68  0.68  1.76
H  -1.50  -1.45  2.32
H  -0.09  -1.94  1.36
H  2.37  0.92  -2.62
H  1.76  1.92  -1.67
O  2.48  1.82  -2.30


(6)
Formula: C4H8N2O
Source: OMol25
Level of theory: ωB97M-V with the def2-TZVPD basis set

Summary:
- E_LUMO (eV) = 0.9
- Kohn-Sham gap (eV) = 9.8782
- strongest force on any atom (eV/A) = 0.546

Cartesian coordinates (Å):
N  -2.06  -0.72  0.16
C  -0.89  0.02  0.03
C  0.29  -0.60  -0.69
C  1.60  0.18  -0.56
O  2.06  0.22  0.77
C  -1.07  1.52  -0.08
N  -0.58  1.35  1.10
H  -2.04  -1.51  0.80
H  -2.90  -0.17  0.23
H  -0.36  0.17  1.28
H  0.00  -0.66  -1.75
H  0.44  -1.63  -0.34
H  1.47  1.19  -0.98
H  2.37  -0.33  -1.15
H  1.67  0.99  1.19


| no. | energy (Ha) |
| --- | --- |
| 1 | -3958.63323 |
| 2 | -3244.71264 |
| 3 | -377.22905 |
| 4 | -783.12734 |
| 5 | -360.20755 |
| 6 | -341.80838 |